(1)
A structure of composition C4H10N2O2, computed with ωB97M-V/def2-TZVPD.

Calculated values
* HOMO level: -8.789 eV
* total charge: 0
* energy: -418.2424 a.u.
* relative energy (zero: lowest compared OMol25 entry of this formula, charge and spin): 5.9477 eV
* frontier orbital gap: 0.340 hartree

Each line ends with the natural charge from an NBO analysis.
CARTESIAN COORDINATES (ANGSTROEM)
C -3.24 -0.12 -0.60  -0.2517
C 2.41 0.32 1.17  -0.4089
C 1.65 0.00 -1.15  -0.4037
N 1.30 0.26 0.24  -0.4578
N -0.73 -0.39 -0.19  -0.4094
C -0.02 0.30 0.77  0.7106
O -2.35 -0.49 0.46  -0.4940
O -0.32 0.62 1.90  -0.6324
H -1.67 -1.30 0.21  0.5407
H -3.12 0.95 -0.78  0.1988
H -4.25 -0.32 -0.24  0.1986
H -3.04 -0.67 -1.52  0.1910
H 3.14 1.06 0.84  0.1895
H 2.05 0.63 2.15  0.2401
H 2.91 -0.65 1.26  0.1818
H 1.96 -1.04 -1.29  0.1845
H 2.49 0.64 -1.43  0.1930
H 0.81 0.21 -1.80  0.2293

(2)
A cluster of 3 separate species, C4H10N2O2 in total, computed with ωB97M-V/def2-TZVPD.

Calculated values
* SMILES: Cc1c[nH]cn1.O.O
* HOMO level: -8.705 eV
* total charge: 0
* energy: -418.4098 a.u.
* relative energy (zero: lowest compared OMol25 entry of this formula, charge and spin): 1.3922 eV
* frontier orbital gap: 0.332 hartree

Each line ends with the natural charge from an NBO analysis.
CARTESIAN COORDINATES (ANGSTROEM)
C 1.83 -1.91 1.06  -0.6411
C 0.97 -0.93 0.34  0.0922
C 1.21 0.38 0.02  -0.1441
N 0.10 0.81 -0.66  -0.5176
C -0.73 -0.24 -0.76  0.1790
N -0.26 -1.30 -0.16  -0.4868
H 1.54 -2.08 2.09  0.2258
H 1.72 -2.86 0.55  0.2306
H 2.89 -1.61 1.08  0.2149
H 2.00 0.97 0.44  0.2173
H 0.00 1.67 -1.18  0.4304
H -1.70 -0.12 -1.21  0.1961
O -1.73 2.08 -2.77  -0.9497
H -2.61 1.71 -2.91  0.4801
H -1.89 2.97 -2.42  0.4746
O -0.74 0.16 2.89  -0.9432
H -0.82 -0.34 2.06  0.4777
H -0.03 0.79 2.71  0.4639

(3)
The ion C4H10N2O2 with charge +1, computed with ωB97M-V/def2-TZVPD.

Calculated values
* spin multiplicity: 2
* HOMO level (alpha / beta): -14.794 / -14.786 eV
* total charge: +1
* energy: -418.0800 a.u.
* relative energy (zero: lowest compared OMol25 entry of this formula, charge and spin): 1.5765 eV
* frontier orbital gap (alpha / beta): 0.433 / 0.245 hartree

Each line ends with the Mulliken spin population.
CARTESIAN COORDINATES (ANGSTROEM)
N 0.41 -1.25 1.23  0.4829
C -0.23 -0.58 0.20  0.0237
C -1.73 -0.87 0.14  0.0186
O -1.80 -1.94 -0.82  0.0112
C -0.05 1.00 0.54  0.0719
N 0.92 1.69 -0.02  0.0326
C 1.76 1.23 -1.16  0.0022
O -0.78 1.40 1.42  0.3383
H 1.42 -1.31 1.19  -0.0085
H 0.10 -1.08 2.19  -0.0013
H 0.23 -0.86 -0.74  0.0168
H -2.12 -1.25 1.08  0.0038
H -2.25 0.00 -0.26  -0.0017
H -2.73 -2.07 -1.05  0.0024
H 1.07 2.62 0.35  0.0084
H 1.12 1.18 -2.03  -0.0011
H 2.03 0.20 -1.00  -0.0010
H 2.62 1.87 -1.26  0.0008

(4)
An isolated molecule of C4H10N2O3, computed with ωB97M-V/def2-TZVPD.

Calculated values
* SMILES: O=NN(CCO)CCO
* HOMO level: -9.227 eV
* total charge: 0
* energy: -493.5374 a.u.
* relative energy (zero: lowest compared OMol25 entry of this formula, charge and spin): 4.0184 eV
* frontier orbital gap: 0.352 hartree

Each line ends with the natural charge from an NBO analysis.
CARTESIAN COORDINATES (ANGSTROEM)
O -0.72 0.92 -2.86  -0.3832
N 0.24 0.70 -2.15  0.2296
N 0.04 0.68 -0.81  -0.2558
C -1.16 1.12 -0.16  -0.2899
C -1.59 0.18 0.97  -0.0678
O -1.90 -1.15 0.54  -0.7392
C 1.27 0.46 -0.09  -0.2626
C 1.68 -0.97 -0.13  -0.0755
O 0.72 -1.80 0.59  -0.7454
H -1.94 1.11 -0.91  0.2517
H -0.98 2.18 0.16  0.1984
H -0.79 0.08 1.77  0.1433
H -2.42 0.61 1.50  0.1880
H -0.97 -1.56 0.51  0.4991
H 1.07 0.79 0.94  0.2106
H 2.02 1.09 -0.59  0.2271
H 1.63 -1.34 -1.15  0.2069
H 2.66 -1.19 0.37  0.1819
H 1.14 -1.91 1.52  0.4829